[1]
Density functional theory data (ωB97M-V with the def2-TZVPD basis set) for a 2-piece molecular cluster, C6H12N2 overall in a non-equilibrium geometry.

The geometry in XYZ format:
```
20
Properties=species:S:1:pos:R:3:forces:R:3
C 0.11895 -2.08082 0.60210 -0.807 -0.617 0.559
C 2.05029 0.49303 -0.84905 -0.407 0.173 -0.856
C 0.91921 -0.86602 0.36122 1.237 -0.296 -0.960
C 1.93201 -0.38157 1.12906 -0.888 -0.273 1.095
N 1.05296 -0.33173 -0.91233 -0.854 -0.235 0.227
N 2.60628 0.53722 0.37992 0.681 0.191 -0.229
H 2.33677 1.07794 -1.70769 0.420 0.185 0.217
H 3.51231 0.93297 0.55695 -0.111 0.115 0.305
H 2.08303 -0.60371 2.17113 0.476 0.219 0.010
H -0.89733 -2.03904 0.21232 -0.001 0.242 -0.076
H 0.04248 -2.35244 1.65902 0.033 0.334 0.026
H 0.58067 -2.95113 0.14551 0.191 -0.027 -0.320
C -3.71002 0.79582 0.30827 0.386 0.580 1.070
C -3.43405 1.41819 -1.06105 0.461 -1.026 0.031
H -3.56867 1.49674 1.14508 -0.122 0.155 -0.335
H -4.71960 0.41422 0.45658 0.046 -0.214 -0.359
H -2.97833 0.01624 0.53951 -0.242 -0.155 -0.201
H -4.33627 1.72250 -1.58767 0.157 0.297 0.054
H -2.65188 2.17203 -1.04392 -0.355 0.512 0.225
H -2.93988 0.63952 -1.63762 -0.302 -0.159 -0.483
```
Forces are in eV/Å.

The calculation puts the energy above the lowest of the compared OMol25 structures with the same formula, charge and spin at 0.392 eV. As for the energy: -9396.4580 eV. Its LUMO energy is 0.876 eV. The value obtained for the HOMO energy is -8.66 eV. Its SMILES is Cc1c[nH]cn1.CC. The calculation puts the HOMO-LUMO gap at 9.54 eV.

=====

[2]
Density functional theory data (ωB97M-V with the def2-TZVPD basis set) for the molecule C6H10O in a non-equilibrium geometry.

The geometry in XYZ format:
```
17
Properties=species:S:1:pos:R:3:forces:R:3
C -2.22639 0.89541 0.36348 1.346 -1.812 -1.816
C -0.72112 0.78300 0.06739 0.989 2.639 -0.582
C -0.10761 -0.32256 -0.35383 -2.131 -1.736 -0.321
C 1.17722 -0.97468 -0.31065 2.802 0.286 2.901
C 1.43714 -2.24156 -0.62622 -1.728 -1.235 -0.433
O 2.48584 -3.01753 -0.25561 0.255 0.214 -0.100
C 0.00950 2.16259 0.25150 0.189 -1.022 -1.057
H -2.66611 1.77986 -0.08653 0.047 0.602 1.035
H -2.23076 0.62914 1.41525 -0.970 0.884 0.330
H -2.76169 0.10358 -0.17884 0.189 -0.236 0.316
H -0.83214 -1.10446 -0.64397 -0.074 0.277 0.103
H 1.90323 -0.76316 0.56710 -0.793 0.910 -1.638
H 0.67239 -2.91600 -1.06115 0.550 0.653 -0.272
H 3.18987 -2.51354 0.17090 -0.133 0.209 -0.024
H 0.05566 2.76559 -0.70911 -1.022 -0.597 0.927
H -0.47868 2.72227 1.06509 0.658 0.022 -0.325
H 1.09365 2.01204 0.32518 -0.173 -0.059 0.956
```
Forces are in eV/Å.

The calculation puts the energy above the lowest of the compared OMol25 structures with the same formula, charge and spin at 2.110 eV. As for the energy: -8429.1303 eV. Its LUMO energy is 0.946 eV. The value obtained for the HOMO energy is -7.88 eV. Its SMILES is CC(C)=C/C=C/O. The calculation puts the HOMO-LUMO gap at 8.83 eV.

=====

[3]
Density functional theory data (ωB97M-V with the def2-TZVPD basis set) for an isolated ion of composition C7H7O3S and charge -1 in a non-equilibrium geometry.

The geometry in XYZ format:
```
18
Properties=species:S:1:pos:R:3:forces:R:3
C 2.92264 -1.38650 -0.09409 -0.396 1.811 -0.247
C 1.55750 -1.35851 -0.42610 -0.986 0.128 0.753
C 3.42305 -0.18408 0.28244 1.906 1.384 0.365
C 0.94199 -0.10559 -0.08676 0.762 -1.057 -1.383
C -0.34942 0.38842 -0.17028 -1.211 -0.012 0.307
C -3.03634 0.77938 0.47082 3.093 2.869 3.381
C -2.24476 -0.43409 0.01481 -0.111 0.162 1.204
O -0.51626 1.77345 -0.12325 0.470 0.566 -1.800
O -1.34668 -0.19580 -1.05110 -0.096 -0.719 1.225
O -2.49631 -1.49409 0.57316 0.758 0.367 -1.563
S 2.19219 1.06211 0.32715 0.117 -0.851 0.076
H 3.57264 -2.18892 -0.21991 0.808 -1.518 -0.279
H 1.07703 -2.27858 -0.77276 -0.331 0.681 0.239
H 4.50916 0.14249 0.36996 -1.659 -0.681 0.084
H -3.95321 0.89031 0.02321 -2.329 -0.154 -1.256
H -2.46138 1.83880 0.31601 -1.387 -2.885 0.320
H -3.20987 0.70465 1.65335 0.316 -0.057 -2.660
H -0.58198 2.04656 -1.08665 0.274 -0.034 1.234
```
Forces are in eV/Å.

As for the net charge: -1. The calculation puts the energy above the lowest of the compared OMol25 structures with the same formula, charge and spin at 3.500 eV. As for the energy: -24348.3823 eV. Its LUMO energy is 3.454 eV. The value obtained for the HOMO energy is -1.94 eV. The calculation puts the HOMO-LUMO gap at 5.39 eV.